{"formula": "C32H27AuBr2NO2P", "method": "ωB97M-V/def2-TZVPD", "s_squared": 2.040, "total_energy_ev": -192271.431, "orbital_gap_ev": [6.39, 6.42], "spin_multiplicity": 3, "charge": 0, "species": ["Au", "Br", "C", "C", "C", "Br", "C", "C", "C", "C", "N", "C", "C", "O", "H", "H", "H", "H", "O", "C", "C", "C", "C", "C", "C", "C", "P", "C", "C", "C", "C", "C", "C", "C", "C", "C", "C", "C", "C", "H", "H", "H", "H", "H", "H", "H", "H", "H", "H", "H", "H", "H", "H", "C", "C", "C", "C", "H", "H", "H", "H", "H", "H", "H", "H", "H"], "positions_angstrom": [[-0.73394, -0.13395, -0.00010], [-3.88887, 3.79161, 1.50445], [-2.13076, 3.90753, 0.82737], [-1.57710, 5.17095, 0.58137], [-0.30867, 5.29763, 0.09149], [0.39150, 7.03605, -0.21208], [0.46603, 4.15306, -0.19308], [1.77919, 4.17406, -0.71617], [2.43728, 3.00600, -0.97295], [1.78842, 1.78822, -0.71541], [0.57232, 1.73403, -0.22344], [-0.10713, 2.88235, 0.05496], [-1.43793, 2.71916, 0.60309], [-1.91650, 1.55003, 0.86026], [-2.16792, 6.05361, 0.78587], [2.25278, 5.12718, -0.90941], [3.44273, 3.00502, -1.37308], [2.27782, 0.83934, -0.91133], [2.21462, 0.49868, 2.37717], [2.63455, -0.29590, 1.65786], [3.24966, -1.24162, 0.88785], [4.68464, -1.28828, 0.89695], [5.33233, -2.19535, 0.10433], [4.62496, -3.09074, -0.70891], [3.22825, -3.06090, -0.72290], [2.51291, -2.16704, 0.04156], [0.69854, -2.05063, 0.11434], [0.14470, -3.19237, -1.19123], [-0.59282, -4.34404, -0.94683], [-1.03138, -5.13164, -2.00634], [-0.73981, -4.77144, -3.31233], [-0.01490, -3.61083, -3.56572], [0.41847, -2.82364, -2.51084], [0.34801, -2.87831, 1.70967], [0.91656, -4.12527, 1.98715], [0.68072, -4.75063, 3.20076], [-0.11654, -4.13081, 4.15678], [-0.67122, -2.88724, 3.89864], [-0.43985, -2.26083, 2.67914], [5.23648, -0.60269, 1.52931], [6.41589, -2.22203, 0.11366], [5.15850, -3.80009, -1.32710], [2.69103, -3.75709, -1.35315], [-0.84265, -4.62407, 0.06968], [-1.60952, -6.02500, -1.80679], [-1.08172, -5.38632, -4.13547], [0.20071, -3.31642, -4.58623], [0.96594, -1.90738, -2.70981], [1.55553, -4.60005, 1.24981], [1.12214, -5.71888, 3.40562], [-0.29941, -4.61818, 5.10672], [-1.28241, -2.39756, 4.64617], [-0.87451, -1.28731, 2.48354], [-4.90978, -1.50977, -0.56069], [-3.71111, -0.55587, -0.47498], [-3.69620, 0.37965, -1.68047], [-2.42722, -1.37228, -0.37106], [-5.84665, -0.95015, -0.64133], [-4.97104, -2.14886, 0.32438], [-4.82557, -2.15777, -1.44089], [-3.82038, 0.05370, 0.42328], [-3.60362, -0.19680, -2.60871], [-2.85949, 1.08086, -1.63012], [-4.61710, 0.96611, -1.73452], [-2.21932, -1.89656, -1.30877], [-2.48775, -2.11060, 0.43645]], "forces_ev_per_angstrom": [[0.16, -0.05, -0.06], [0.00, 0.02, 0.00], [0.02, 0.01, 0.00], [-0.07, -0.09, 0.03], [0.02, 0.09, -0.01], [0.00, -0.01, 0.00], [0.07, -0.12, -0.02], [-0.05, 0.06, 0.03], [0.07, -0.07, -0.01], [-0.13, 0.05, 0.03], [-0.02, 0.16, 0.01], [0.10, -0.12, -0.05], [-0.02, -0.22, 0.09], [0.12, 0.35, -0.17], [-0.01, -0.03, 0.01], [-0.01, 0.00, 0.00], [-0.04, -0.01, 0.01], [-0.01, 0.03, -0.03], [-0.23, 0.35, 0.39], [0.40, -0.69, -0.58], [-0.37, 0.07, 0.03], [0.06, 0.07, 0.05], [0.07, -0.02, 0.01], [-0.02, -0.04, -0.05], [0.11, -0.05, 0.00], [-0.01, 0.52, 0.24], [-0.25, -0.29, 0.17], [0.12, 0.04, -0.05], [-0.01, -0.02, 0.07], [0.01, 0.04, 0.00], [0.04, 0.05, 0.01], [-0.01, 0.00, 0.04], [-0.04, 0.00, -0.01], [0.05, -0.10, -0.02], [0.03, 0.06, 0.01], [0.01, 0.00, -0.03], [-0.01, 0.00, 0.00], [0.03, 0.01, -0.03], [0.01, -0.02, -0.08], [-0.04, -0.05, -0.05], [-0.06, 0.01, 0.01], [-0.04, 0.02, 0.01], [-0.02, -0.02, -0.02], [0.02, 0.00, -0.06], [0.01, 0.02, 0.01], [0.00, 0.02, 0.02], [0.00, -0.01, 0.06], [-0.01, -0.04, -0.01], [-0.03, 0.00, 0.03], [-0.02, 0.05, -0.02], [0.01, 0.01, -0.03], [0.01, 0.00, -0.03], [-0.01, 0.00, -0.01], [-0.01, 0.03, -0.01], [-0.02, -0.14, -0.04], [0.04, -0.02, -0.03], [-0.04, 0.05, 0.08], [0.04, -0.05, 0.01], [0.00, 0.03, -0.05], [-0.01, 0.05, 0.06], [0.02, 0.02, 0.04], [-0.01, 0.04, 0.04], [-0.04, -0.03, 0.02], [0.04, -0.04, 0.00], [-0.04, -0.01, 0.02], [0.00, 0.03, -0.08]]}